Here is C8H28B2KO4 as an isolated structure at a distorted geometry from OMol25. Energies are from ωB97M-V/def2-TZVPD.

Output
LUMO energy: 2.2 eV
maximum force: 0.2563 hartree/bohr
HOMO-LUMO gap: 6.0 eV
calculated total energy: -1271.3417 Eh

```
! RIJCOSX wB97M-V def2-TZVPD def2/J DEFGRID3
* xyz -1 1
K 0.43859 0.38471 -0.95147
B 0.83189 -1.13350 -2.31124
H 0.97706 -1.84373 -1.51202
H 1.71975 -0.52075 -2.33360
H 0.79013 -1.56921 -3.29747
H -0.11043 -0.63706 -2.13857
B 1.82971 1.93895 -1.54953
H 0.80968 2.28532 -1.48794
H 2.57225 2.72084 -1.51087
H 1.90458 1.22024 -0.74821
H 1.78826 1.48468 -2.52735
C -0.80440 -0.99745 3.77620
O 0.30197 -1.12992 2.92646
C 0.04466 -1.58269 1.61226
C 1.33826 -1.62416 0.72954
O 1.58712 -0.24150 0.32892
C 2.90752 0.22691 0.15411
H -0.50149 -0.19870 4.45320
H -1.04915 -1.93701 4.27158
H -1.74632 -0.70830 3.31006
H -0.77749 -1.04418 1.14089
H -0.27854 -2.60791 1.79273
H 1.29010 -2.37571 -0.05846
H 2.22649 -2.01768 1.22380
H 3.27625 -0.03599 -0.83737
H 3.64204 -0.13829 0.87188
H 2.77687 1.30898 0.14114
C -1.60626 -1.89594 -0.70308
O -0.97704 -0.87712 0.07341
C -1.87594 0.04410 0.72749
C -2.13557 1.37982 0.06005
O -1.00030 2.02180 -0.44000
C -1.32537 3.24563 -1.25097
H -2.09473 -1.47087 -1.57989
H -2.40366 -2.21688 -0.03281
H -1.01511 -2.76068 -1.00453
H -1.27374 0.14370 1.63056
H -2.78283 -0.31815 1.21163
H -2.53925 1.96553 0.88593
H -2.79586 0.95891 -0.69822
H -0.90659 4.08476 -0.69548
H -2.37219 3.35803 -1.53316
H -0.68093 3.11044 -2.11959
*
```

Need the Löwdin charges? In units of e they are: K 0.86; B -0.55; H -0.05; H -0.04; H -0.04; H -0.08; B -0.49; H -0.07; H -0.01; H -0.13; H -0.01; C -0.13; O -0.18; C -0.20; C -0.10; O -0.42; C -0.15; H 0.09; H 0.08; H 0.07; H -0.12; H 0.13; H 0.10; H 0.12; H 0.11; H 0.09; H 0.07; C -0.03; O -0.36; C -0.14; C -0.20; O -0.30; C -0.02; H 0.11; H 0.10; H 0.12; H 0.12; H 0.15; H 0.14; H 0.14; H 0.09; H 0.08; H 0.08